[1]
An isolated molecule of C3H3N3O in a non-equilibrium geometry, computed with wB97M-V/def2-TZVPD.

```
10
Properties=species:S:1:pos:R:3:forces:R:3
C 0.9060 -1.7162 -0.4565 -1.4175 2.5205 1.2631
N -0.0858 -0.8138 -0.3008 3.8810 -2.1835 -0.3359
N 0.2861 0.5517 -0.3395 0.8621 -4.5480 -0.8580
C -0.4345 1.4482 0.2307 -3.2797 3.8294 0.0406
O -0.2329 2.6632 0.0860 -0.3993 -2.1618 1.2322
C -1.6746 0.8276 0.8177 0.8736 1.4514 -0.1365
N -2.6715 0.4905 1.2554 -0.7255 -0.3649 0.3752
H 0.6768 -2.7870 -0.2841 -0.3557 0.9525 -0.5005
H 2.0338 -1.5045 -0.5164 -1.7947 0.2074 -0.1800
H 1.1966 0.8404 -0.4924 2.3558 0.2971 -0.9001
```
Positions in Å, forces in eV/Å.

Its SMILES is C=NNC(=O)C#N.

Atomic partial charges in e from the Mulliken method, atoms 1 to 4: atom 1 (C): -0.22, atom 2 (N): -0.46, atom 3 (N): 0.12, atom 4 (C): 0.45


[2]
A cluster of 2 separate species, C3H3N3O in total in a non-equilibrium geometry, computed with wB97M-V/def2-TZVPD.

```
10
Properties=species:S:1:pos:R:3:forces:R:3
C -1.1844 -0.6171 -0.6004 2.0005 0.1232 0.1201
C 1.2190 -0.4976 -1.1106 2.2581 -0.0607 -1.2058
C 0.2317 -0.5109 -0.1132 -4.0140 3.8363 1.3020
N -2.2579 -0.5541 -0.9923 -0.5473 -0.1854 -0.0175
N 2.0584 -0.4191 -1.9077 -1.1354 -0.1984 0.9593
N -0.0033 1.5985 0.2614 0.6352 -3.1290 -1.0568
O 0.4382 -0.9915 1.1270 2.4226 -0.8005 -1.1971
H -0.8920 1.4020 0.7242 0.0656 0.2350 0.2480
H 0.7333 1.5502 0.9714 -0.2398 0.1174 0.1149
H -0.3432 -0.9603 1.6402 -1.4456 0.0623 0.7329
```
Positions in Å, forces in eV/Å.

Atomic partial charges in e from the Mulliken method, atoms 1 to 4: atom 1 (C): 0.17, atom 2 (C): 0.16, atom 3 (C): 0.46, atom 4 (N): -0.35


[3]
An isolated molecule of C3H3N3O in a non-equilibrium geometry, computed with wB97M-V/def2-TZVPD.

```
10
Properties=species:S:1:pos:R:3:forces:R:3
N -0.9055 1.2880 -1.4205 -0.0271 -0.8955 0.2959
C -0.5779 0.1836 -0.9984 -0.7065 1.3629 -0.9122
N -0.3926 -1.1043 -1.0818 0.4116 -0.7662 0.5626
N 0.8209 -1.2453 -0.5358 -0.2921 0.3055 -0.6481
C 0.9395 -0.2483 0.3421 0.2229 -0.1569 0.3144
C -0.0193 -0.1643 1.5087 -0.1657 -0.0240 -0.0088
O -1.0655 -0.7404 1.6318 0.2469 0.1940 -0.0637
H -1.1975 1.3150 -2.4035 0.2761 0.0628 0.2415
H 1.9384 0.1171 0.5595 0.0804 -0.1483 0.1877
H 0.4195 0.4268 2.3299 -0.0465 0.0656 0.0307
```
Positions in Å, forces in eV/Å.

Its SMILES is N=C=N/N=C\C=O.

Atomic partial charges in e from the Mulliken method, atoms 1 to 4: atom 1 (N): -0.49, atom 2 (C): 0.48, atom 3 (N): -0.28, atom 4 (N): -0.18


[4]
An isolated molecule of C3H3N3O in a non-equilibrium geometry, computed with wB97M-V/def2-TZVPD.

```
10
Properties=species:S:1:pos:R:3:forces:R:3
O 1.5330 -0.5293 0.6015 0.4778 0.3164 -1.2034
C 0.9506 -0.0515 -0.4419 0.2286 0.0594 -0.3149
C 0.4267 1.3308 -0.2669 -0.0337 -0.1121 0.1758
N -0.6252 1.1764 0.4540 0.8100 -0.3416 0.3447
N -0.9278 -0.1549 0.8728 -0.9792 0.2475 -0.1473
C -0.9689 -0.9453 -0.2829 0.3554 -0.1252 0.1022
N 0.0754 -0.9008 -1.0561 0.3483 0.0624 0.1806
H 0.4403 -0.5508 1.0576 -1.1166 -0.1858 1.1003
H 0.8634 2.2993 -0.4939 -0.2908 -0.2380 -0.2121
H -1.7673 -1.6738 -0.4443 0.2005 0.3171 -0.0259
```
Positions in Å, forces in eV/Å.

Its SMILES is Oc1cnncn1.

Atomic partial charges in e from the Mulliken method, atoms 1 to 4: atom 1 (O): -0.46, atom 2 (C): 0.74, atom 3 (C): -0.25, atom 4 (N): -0.19


[5]
An isolated molecule of C3H3N3O, computed with wB97M-V/def2-TZVPD.

```
10
Properties=species:S:1:pos:R:3:forces:R:3
N -2.1474 0.8920 -1.3436 0.4129 0.1746 0.4790
C -1.2599 0.9281 -0.5129 -0.4130 -0.0615 -0.4769
N 0.2160 -1.3125 -1.0181 0.2107 0.3225 0.6080
N 0.3981 -0.6275 -0.0348 -0.2521 -0.1730 -0.3183
O 1.3213 -1.8674 1.7268 0.1278 0.4431 -0.4746
C 1.4231 -0.9531 0.9730 0.1763 -0.4809 0.5699
C -0.2846 0.6551 0.3185 -0.2146 -0.0063 -0.1589
H -1.9240 1.3093 -2.2449 -0.1022 0.0944 -0.0169
H 2.2563 -0.2315 0.9274 0.0916 -0.1347 0.0913
H 0.0012 1.2074 1.2085 -0.0374 -0.1782 -0.3026
```
Positions in Å, forces in eV/Å.

Atomic partial charges in e from the Mulliken method, atoms 1 to 4: atom 1 (N): -0.43, atom 2 (C): 0.40, atom 3 (N): -0.70, atom 4 (N): 0.60


[6]
An isolated molecule of C3H3N3O in a non-equilibrium geometry, computed with wB97M-V/def2-TZVPD.

```
10
Properties=species:S:1:pos:R:3:forces:R:3
C 0.5748 1.2945 -1.0790 -0.7710 -1.0080 0.8336
C -0.6867 -0.4294 0.6225 -1.8951 -0.5889 0.2701
C 0.4968 -0.8184 0.0614 -0.2386 0.1909 -0.2304
N -0.2503 1.6538 -0.2114 -0.3503 2.0068 -1.0738
N 1.0947 -1.8760 0.0519 0.1330 0.9726 0.5630
N -1.1872 0.8018 0.2538 2.1446 -3.3889 0.4419
O 1.8439 -2.6480 -0.4281 0.8778 -1.4092 -0.7358
H 1.2702 2.0489 -1.3856 0.8528 0.1606 -0.0589
H -1.2889 -1.1725 1.2700 0.8989 1.7106 -1.1666
H -1.8673 1.1453 0.8444 -1.6521 1.3536 1.1568
```
Positions in Å, forces in eV/Å.

Atomic partial charges in e from the Mulliken method, atoms 1 to 4: atom 1 (C): -0.25, atom 2 (C): 0.08, atom 3 (C): -0.13, atom 4 (N): -0.40


[7]
An isolated molecule of C3H3N3O, computed with wB97M-V/def2-TZVPD.

```
10
Properties=species:S:1:pos:R:3:forces:R:3
H -2.0249 -1.5466 0.5482 0.0395 0.0529 -0.1075
N -1.1328 -1.1938 0.1739 0.0447 0.1586 0.3060
N -0.4259 -0.9333 1.1632 -0.1053 -0.0967 -0.3491
C 0.8504 -0.4089 0.8602 0.2333 0.1631 -0.0528
C 1.1869 0.4978 -0.0702 -0.0349 -0.1890 0.1897
N 0.3780 1.1121 -1.0078 -0.5189 -0.0238 -0.0824
C -0.7843 1.1029 -1.3538 -0.2630 0.0800 -0.1616
O -1.8575 1.2265 -1.7996 0.7592 -0.1425 0.3125
H 1.6018 -0.7234 1.5742 0.0043 0.1013 -0.0814
H 2.2082 0.8666 -0.0883 -0.1589 -0.1039 0.0267
```
Positions in Å, forces in eV/Å.

Its SMILES is [H]/N=N/C=C\N=C=O.

Atomic partial charges in e from the Mulliken method, atoms 1 to 4: atom 1 (H): 0.24, atom 2 (N): -0.39, atom 3 (N): -0.17, atom 4 (C): -0.18


[8]
A cluster of 2 separate species, C3H3N3O in total in a non-equilibrium geometry, computed with wB97M-V/def2-TZVPD.

```
10
Properties=species:S:1:pos:R:3:forces:R:3
C 2.5378 -0.6685 -0.0317 0.8454 -2.2925 -0.5768
C -1.5312 0.3377 -0.4765 1.0219 -1.2974 0.4762
C -0.8140 -0.8235 -0.4687 -1.6263 -0.8556 -0.9675
N 2.4333 0.4583 0.1475 -0.6193 2.9220 0.5226
N -1.0337 0.9165 0.6252 -1.0892 3.8127 1.4703
N -0.1814 0.3012 1.2590 0.3274 -0.3140 -0.1579
O 0.0081 -0.8937 0.5450 -0.3574 -0.6938 0.0430
H -2.3626 0.7644 -1.0244 0.4350 -0.3023 -0.0567
H 1.9931 1.3358 0.4011 0.4882 -0.5189 -0.1368
H -1.0494 -1.7282 -0.9766 0.5743 -0.4602 -0.6163
```
Positions in Å, forces in eV/Å.

Atomic partial charges in e from the Mulliken method, atoms 1 to 4: atom 1 (C): -0.17, atom 2 (C): -0.37, atom 3 (C): 0.06, atom 4 (N): -0.17


[9]
An isolated molecule of C3H3N3O2 in a non-equilibrium geometry, computed with wB97M-V/def2-TZVPD.

```
11
Properties=species:S:1:pos:R:3:forces:R:3
H 2.8515 -1.4004 -0.1899 -0.0318 1.9454 2.2740
N 2.7197 -0.4250 0.3184 2.9674 -2.6572 -1.3544
C 1.5355 -0.1735 0.1353 -1.5750 1.9197 -3.0883
N 0.4789 -0.9682 -0.2077 -3.6335 -1.2052 1.8227
C -0.6034 -0.2093 -0.0034 4.0457 -3.1706 -3.1111
C -1.9573 -0.6660 -0.1702 -5.2607 1.5718 2.8984
O -2.8220 0.1375 0.3272 2.6754 -3.3190 -2.3786
O -0.3111 1.0537 -0.0509 -3.6869 1.3789 0.7352
N 1.0019 1.1065 -0.3166 1.9838 -0.2528 1.0981
H -2.2614 -1.7527 -0.5238 0.9754 2.2051 0.4320
H 1.2231 1.9234 0.1734 1.5402 1.5839 0.6721
```
Positions in Å, forces in eV/Å.

Its SMILES is [H]/N=c1\nc(C=O)o[nH]1.

Atomic partial charges in e from the Mulliken method, atoms 1 to 4: atom 1 (H): 0.30, atom 2 (N): -0.62, atom 3 (C): 0.46, atom 4 (N): -0.53


[10]
A structure of composition C3H3N3O2 in a non-equilibrium geometry, computed with wB97M-V/def2-TZVPD.

```
11
Properties=species:S:1:pos:R:3:forces:R:3
C -1.5155 -0.4271 0.6062 1.2191 -1.2692 -2.6824
C 1.9909 0.6871 -0.4279 0.3464 -1.4817 -1.0799
C 0.4559 0.4207 -0.7608 1.9305 -0.6921 -7.0424
H -2.9149 -1.4029 0.0082 2.6575 -0.9471 -2.2022
H -1.9683 0.1173 1.7818 0.8471 -2.3735 -4.0624
H 2.8838 0.6418 -1.2876 -2.7011 0.4957 2.6348
N -1.8608 -1.3811 -0.5021 -2.2984 6.0925 9.0353
N -0.2090 0.3357 0.4033 -0.9876 -1.1259 -1.8315
N 2.2006 0.4838 0.8206 -3.0633 0.2727 -1.3940
O 0.7635 0.3282 1.3418 2.0358 0.0037 3.9998
O 0.1737 0.1966 -1.9835 0.0140 1.0249 4.6248
```
Positions in Å, forces in eV/Å.

Atomic partial charges in e from the Mulliken method, atoms 1 to 4: atom 1 (C): -0.06, atom 2 (C): -0.02, atom 3 (C): 0.40, atom 4 (H): 0.30


Calculated values (kcal/mol) of ΔE to the lowest compared entry with this formula, charge and spin for the records, taken in order: 64.6; 96.4; 109.7; 124.8; 111.9; 180.9; 51.4; 95.0; 126.7; 219.8.